# 1
{"formula": "C4H10N2O", "method": "ωB97M-V with the def2-TZVPD basis set", "symbols": ["N", "C", "C", "C", "N", "C", "O", "H", "H", "H", "H", "H", "H", "H", "H", "H", "H"], "positions_angstrom": [[0.3306, 1.4598, -0.8093], [0.6362, 0.3488, 0.0759], [2.1341, 0.0670, 0.1899], [-0.0470, -0.9542, -0.3721], [-1.2625, -1.2229, 0.1869], [-2.2853, -0.2241, 0.4682], [0.5274, -1.7716, -1.0579], [0.6495, 2.3355, -0.4337], [0.5164, 1.3959, -1.7965], [0.2742, 0.5876, 1.0774], [2.5693, -0.0584, -0.7909], [2.2821, -0.7962, 0.8396], [2.6376, 0.8892, 0.7052], [-1.4971, -2.1781, -0.0401], [-1.7504, 0.6813, 0.7329], [-2.9527, -0.0478, -0.3722], [-2.7623, -0.5120, 1.3966]], "atomic_forces_ev_per_a": [[-1.03, 0.32, 0.45], [0.79, -0.12, -0.64], [-0.16, 0.22, 0.80], [0.01, 0.58, 0.50], [0.25, -0.21, -0.48], [1.05, -0.30, 0.69], [0.17, -0.20, -0.24], [0.15, 0.13, -0.10], [0.34, -0.44, 0.09], [-0.17, 0.13, -0.09], [0.16, -0.31, -0.12], [0.21, -0.25, -0.32], [-0.10, 0.19, -0.20], [-0.64, 0.07, -0.04], [-0.16, 0.33, -0.35], [-0.15, -0.01, 0.14], [-0.71, -0.12, -0.12]], "homo_ev": -9.18, "energy_ev": -9337.937, "lumo_ev": 0.9441, "orbital_gap_ev": 10.12, "smiles": "CNC(=O)[C@@H](C)N", "max_force_ev_per_a": 1.295}



# 2
{"formula": "C20H28BF4N5SW", "method": "ωB97M-V with the def2-TZVPD basis set", "symbols": ["W", "C", "N", "C", "C", "C", "C", "C", "C", "C", "N", "C", "C", "C", "C", "C", "C", "N", "C", "C", "H", "H", "H", "H", "H", "H", "H", "H", "H", "H", "H", "H", "H", "H", "H", "H", "H", "H", "H", "H", "F", "B", "F", "F", "F", "S", "C", "N", "C", "C", "C", "N", "H", "H", "H", "H", "H", "H", "H", "H"], "positions_angstrom": [[0.2551, -0.3607, -0.7493], [2.8880, 1.1452, -1.2582], [2.4055, -0.1141, -0.6525], [2.9834, -1.2536, -1.3978], [2.8411, -0.2052, 0.7442], [4.1434, 0.0520, 1.1298], [4.5026, -0.0599, 2.4631], [3.5509, -0.4264, 3.3964], [2.2538, -0.7223, 3.0152], [1.8725, -0.6383, 1.6738], [0.6449, -0.9653, 1.0835], [-0.3331, -1.7784, 1.6665], [-0.6850, -1.8846, 3.0150], [-1.6273, -2.8099, 3.4254], [-2.2755, -3.6199, 2.5090], [-1.9982, -3.4866, 1.1580], [-1.0397, -2.5796, 0.7379], [-0.7262, -2.3705, -0.6729], [-1.8534, -1.6864, -1.3331], [-0.3618, -3.6340, -1.3273], [3.9712, 1.1228, -1.3908], [2.4400, 1.2787, -2.2473], [2.6428, 1.9905, -0.6115], [4.0556, -1.3342, -1.2058], [2.5038, -2.1863, -1.0757], [2.8472, -1.1053, -2.4711], [4.8958, 0.3189, 0.4051], [5.5189, 0.1316, 2.7620], [3.8159, -0.4914, 4.4395], [1.5642, -1.0211, 3.7809], [-0.2696, -1.2114, 3.7430], [-1.8601, -2.8894, 4.4746], [-3.0178, -4.3257, 2.8384], [-2.5354, -4.0944, 0.4448], [-2.8237, -2.1308, -1.0773], [-1.8945, -0.6139, -0.9643], [-1.7494, -1.7308, -2.4265], [-1.1480, -4.3821, -1.2058], [-0.2035, -3.4815, -2.3936], [0.5520, -4.0220, -0.8746], [-0.6964, -0.3690, -4.7042], [0.1401, -0.0382, -3.7500], [1.2669, 0.6283, -3.9962], [-0.5765, 0.7148, -2.6665], [0.5130, -1.2161, -2.9296], [0.0097, 1.9103, 0.2924], [-1.4341, 2.8014, -0.1353], [-1.6391, 3.2299, -1.3656], [-2.7167, 4.1469, -1.7104], [-3.0929, 4.9827, -0.4917], [-3.3504, 4.0751, 0.7048], [-2.2428, 3.1425, 0.8533], [-1.0067, 2.9448, -2.1028], [-3.5739, 3.5719, -2.0719], [-2.3712, 4.7935, -2.5181], [-3.9805, 5.5740, -0.7088], [-2.2797, 5.6699, -0.2551], [-4.2825, 3.5168, 0.5780], [-3.4280, 4.6636, 1.6203], [-2.0051, 2.8318, 1.7844]], "atomic_forces_ev_per_a": [[-0.08, 0.16, -0.03], [0.18, 0.86, -0.42], [-0.13, -0.02, 0.21], [0.30, -0.70, -0.57], [-0.37, -0.19, 0.98], [-0.12, 0.01, -0.12], [-0.11, -0.03, -0.05], [0.04, 0.04, -0.07], [-0.32, -0.09, -0.20], [1.28, 0.36, -0.23], [-0.37, 0.52, -0.98], [-0.87, -0.96, -0.26], [0.18, 0.32, -0.21], [0.02, 0.01, -0.10], [0.04, 0.10, -0.11], [0.08, 0.09, -0.07], [0.29, 0.31, 0.86], [-0.18, 0.27, 0.20], [-0.49, -0.21, -0.49], [0.37, -0.51, -0.51], [-0.07, -0.15, 0.04], [0.02, -0.05, 0.22], [-0.03, -0.21, -0.13], [-0.11, 0.09, 0.11], [0.12, 0.16, -0.07], [-0.11, -0.05, 0.18], [0.06, 0.10, -0.11], [0.13, 0.06, 0.04], [0.03, -0.04, 0.10], [-0.05, -0.08, 0.02], [0.07, 0.00, 0.06], [-0.06, 0.02, 0.12], [-0.10, -0.15, 0.03], [-0.04, -0.05, -0.08], [0.18, 0.30, 0.18], [-0.32, -0.31, -0.17], [0.07, 0.23, 0.40], [0.01, 0.14, 0.04], [0.05, 0.11, 0.07], [-0.09, 0.08, 0.00], [-0.47, -0.20, -0.65], [0.02, 0.08, 0.78], [0.64, 0.47, -0.56], [0.05, -0.05, 0.78], [0.06, -0.16, 1.11], [0.35, -0.67, -0.06], [0.07, 0.01, -0.28], [0.15, -0.16, 0.04], [-0.53, 0.35, -0.05], [0.10, -0.18, 0.01], [-0.48, 0.42, -0.20], [0.26, -0.13, 0.06], [0.03, -0.09, 0.30], [0.03, 0.08, -0.01], [0.00, -0.13, 0.03], [0.02, -0.02, 0.01], [0.01, 0.04, -0.02], [0.07, 0.03, 0.03], [0.01, -0.11, -0.06], [0.10, -0.09, -0.14]], "homo_ev": [-13.72, -14.10], "energy_ev": -52844.488, "s_squared": 2.02, "total_charge": 2, "lumo_ev": [-7.2313, -7.4101], "orbital_gap_ev": [6.49, 6.69], "multiplicity": 3, "max_force_ev_per_a": 1.349}



# 3
{"formula": "C25H18ClF3IrN2O3S", "method": "ωB97M-V with the def2-TZVPD basis set", "symbols": ["Ir", "F", "C", "F", "F", "C", "C", "C", "C", "N", "C", "S", "H", "H", "H", "O", "C", "C", "O", "O", "C", "C", "C", "C", "C", "C", "C", "C", "C", "C", "C", "C", "H", "H", "H", "H", "H", "H", "H", "H", "H", "H", "H", "Cl", "C", "C", "C", "C", "N", "C", "H", "H", "H", "H"], "positions_angstrom": [[0.7893, -0.7570, 0.0657], [6.2207, -2.7311, -1.0699], [5.6242, -2.5283, 0.1146], [6.2959, -3.2351, 1.0296], [5.7484, -1.2298, 0.4169], [4.1793, -2.9509, 0.0625], [3.8621, -4.2989, -0.0206], [2.5395, -4.7108, -0.0910], [1.5455, -3.7532, -0.0826], [1.8578, -2.4584, -0.0089], [3.1382, -2.0367, 0.0693], [3.0469, -0.2955, 0.1885], [4.6610, -5.0295, -0.0215], [2.2799, -5.7570, -0.1451], [0.4924, -3.9965, -0.1142], [-0.2384, 1.0349, 0.3491], [-1.3967, 0.8914, 1.2819], [-1.2920, -0.4802, 1.9852], [-2.0568, -0.7726, 2.8550], [-0.3879, -1.3480, 1.5053], [-1.3028, 2.0637, 2.2374], [-1.6118, 3.3298, 1.7382], [-1.4574, 4.4498, 2.5380], [-1.0080, 4.3108, 3.8445], [-0.7054, 3.0538, 4.3444], [-0.8468, 1.9282, 3.5445], [-2.6580, 0.9005, 0.4284], [-2.6097, 0.9979, -0.9559], [-3.7882, 0.9985, -1.6942], [-5.0116, 0.9009, -1.0545], [-5.0589, 0.8101, 0.3314], [-3.8901, 0.8104, 1.0725], [0.3130, 1.7470, 0.7051], [-1.9944, 3.4336, 0.7296], [-1.7012, 5.4285, 2.1473], [-0.9013, 5.1835, 4.4749], [-0.3619, 2.9435, 5.3640], [-0.6209, 0.9526, 3.9519], [-1.6628, 1.1015, -1.4676], [-3.7439, 1.0863, -2.7722], [-5.9277, 0.9055, -1.6297], [-6.0118, 0.7412, 0.8384], [-3.9279, 0.7383, 2.1511], [2.9216, 1.4440, -4.8344], [1.7534, 0.4791, -4.0250], [0.7143, -0.1150, -4.7167], [-0.1922, -0.8739, -3.9948], [-0.0279, -1.0068, -2.6338], [0.9889, -0.4303, -1.9644], [1.8694, 0.3037, -2.6560], [0.6211, 0.0159, -5.7859], [-1.0263, -1.3613, -4.4784], [-0.7257, -1.5816, -2.0371], [2.6837, 0.7535, -2.1108]], "atomic_forces_ev_per_a": [[-0.13, 0.04, -0.21], [-0.01, 0.01, 0.02], [0.01, -0.01, 0.00], [0.00, 0.01, -0.02], [0.00, -0.02, 0.00], [0.03, 0.03, 0.00], [0.03, 0.00, 0.01], [-0.03, 0.00, -0.01], [-0.01, 0.01, 0.03], [0.04, -0.11, -0.02], [-0.09, -0.01, 0.01], [0.10, -0.01, 0.12], [0.00, 0.00, 0.00], [0.00, 0.00, 0.01], [0.00, -0.01, 0.00], [-0.01, -0.01, 0.13], [0.14, 0.10, -0.05], [-0.15, -0.21, -0.04], [0.06, 0.06, 0.06], [0.08, 0.21, 0.14], [-0.07, -0.03, -0.06], [-0.02, 0.01, 0.04], [0.00, 0.00, 0.00], [0.00, 0.00, -0.01], [0.01, -0.02, 0.01], [0.04, 0.02, -0.02], [0.03, -0.07, 0.06], [-0.01, 0.00, -0.03], [0.01, -0.01, 0.00], [-0.01, 0.01, 0.00], [0.01, 0.00, 0.00], [0.00, 0.01, -0.02], [-0.02, 0.03, 0.01], [0.01, -0.01, 0.00], [-0.01, 0.00, 0.00], [0.01, 0.00, 0.00], [0.00, 0.00, 0.00], [-0.01, -0.01, 0.01], [0.00, 0.00, 0.01], [0.00, 0.00, 0.00], [0.00, 0.00, 0.00], [0.00, 0.00, 0.00], [0.00, -0.01, 0.00], [0.00, 0.00, 0.00], [0.03, 0.03, -0.03], [0.01, 0.00, 0.01], [-0.01, -0.01, 0.00], [0.05, -0.03, 0.04], [-0.07, -0.05, -0.31], [-0.02, 0.03, 0.16], [0.00, 0.00, 0.00], [0.00, 0.00, 0.00], [-0.01, 0.00, -0.02], [0.01, 0.00, 0.00]], "homo_ev": -11.68, "energy_ev": -69684.464, "total_charge": 1, "lumo_ev": -3.9821, "orbital_gap_ev": 7.70, "max_force_ev_per_a": 0.322}



So what do the calculations give for ΔE to the lowest compared entry with this formula, charge and spin? Going down the list: 101.4; 93.4; 0.0 kJ/mol.